This record from the Open Molecules 2025 dataset describes a cluster of 6 separate species, C37H91N3P in total. The level of theory is the ωB97M-V functional and the def2-TZVPD basis.

```
132
Properties=species:S:1:pos:R:3:forces:R:3:lowdin_charge:R:1
P -2.46075 -0.68677 -2.20984 0.380 0.051 0.095 1.058
N -2.01299 -3.62714 -3.20703 -0.226 0.319 0.078 0.085
N -0.40894 -3.25980 -1.41254 -0.201 0.131 -0.136 0.106
N 0.28958 -3.28719 -3.71988 -0.128 -0.291 0.268 0.087
C -2.22798 2.20000 0.78980 0.091 -0.093 -0.305 -0.052
C 1.91335 1.79410 -2.09884 0.047 0.047 0.016 -0.215
C -3.53804 -1.79138 -1.30458 -0.284 -0.021 -0.198 -0.209
C -0.96387 -1.42896 -2.91885 0.004 -0.139 -0.028 -0.229
C 6.49158 -1.97998 -4.84194 0.056 -0.018 -0.030 -0.269
C 2.81621 -1.72070 -5.32271 0.046 0.134 -0.034 -0.135
C -4.63405 0.07237 5.47269 -0.014 0.036 -0.082 -0.260
C 0.92851 7.40059 -0.19126 0.037 0.009 -0.026 -0.228
C 3.00084 6.01053 0.46447 0.015 -0.050 -0.102 -0.264
C 4.47172 1.60945 -2.38067 -0.012 0.055 -0.075 -0.252
C -4.19678 -0.88506 4.36990 0.001 -0.069 0.033 -0.116
C -2.03626 0.79889 -1.25065 -0.331 0.003 -0.148 -0.272
C -3.68719 -4.33064 2.13918 -0.042 0.047 -0.074 -0.118
C 4.83705 -2.21495 -6.80187 0.028 -0.007 0.005 -0.223
C -4.19047 -5.56062 4.31530 0.009 -0.008 0.021 -0.226
C -1.90367 1.29704 6.33336 0.007 0.058 0.028 -0.268
C 5.66394 -2.91596 -5.72224 -0.017 0.003 0.010 -0.227
C -4.74292 -5.02089 2.99758 0.016 0.051 0.022 -0.264
C -3.10317 -6.62644 4.16749 0.005 0.013 -0.025 -0.228
C 3.69711 6.12024 -0.88889 0.031 0.016 0.086 -0.101
C -1.83820 -0.27443 1.02825 -0.186 0.281 0.299 -0.058
C -0.78917 -2.95786 -2.78439 0.331 -0.182 -0.081 -0.708
C 1.47835 6.08850 0.37073 -0.049 0.005 0.068 -0.232
C -2.70304 1.74072 5.10936 -0.003 -0.007 -0.029 -0.235
C 7.53174 -1.17493 -5.61520 -0.047 0.014 0.067 -0.106
C 1.95961 2.39815 -0.69676 -0.094 -0.148 0.043 -0.259
C -2.52499 0.81991 0.19772 0.302 0.011 0.303 -0.453
C 2.00801 1.34967 0.41147 0.055 0.120 0.006 -0.090
C 0.87573 8.66616 2.02710 0.057 0.025 -0.044 -0.110
C 3.11285 0.91728 -2.45711 -0.018 -0.122 -0.034 -0.223
C -4.68173 -8.62575 3.97277 0.028 0.014 -0.074 -0.107
C -2.28201 2.04383 7.60884 0.026 -0.066 -0.022 -0.105
C -4.21356 1.51809 5.21104 0.010 0.004 0.006 -0.224
C 1.34989 8.65209 0.57684 -0.060 0.006 0.038 -0.268
C 3.86983 -1.15902 -6.27199 -0.047 -0.017 -0.001 -0.262
C 4.61122 2.77601 -3.35426 0.026 -0.035 0.057 -0.096
C -3.51604 -7.85582 3.35915 -0.013 -0.035 0.060 -0.271
H 0.16890 -4.22849 -4.07716 0.015 -0.007 0.036 0.084
H 5.60504 3.21881 -3.29071 0.003 0.008 -0.015 0.076
H -4.62539 2.15589 5.99632 0.015 0.011 0.002 0.104
H -4.54169 -1.90132 4.56832 -0.009 -0.005 -0.016 0.061
H -1.16558 2.28199 1.01279 0.121 0.046 0.098 0.082
H 8.22247 -1.83681 -6.14064 -0.006 0.001 -0.028 0.077
H -1.66577 1.71825 8.44677 0.004 0.013 0.010 0.072
H -4.13585 -3.93092 1.22488 -0.003 0.013 0.003 0.055
H -2.79711 -6.94666 5.16738 0.005 -0.010 0.002 0.112
H 1.14029 0.68466 0.36396 -0.002 -0.038 -0.021 0.048
H 2.00952 1.82058 1.39520 -0.023 -0.011 0.012 0.077
H 5.00470 -3.51162 -5.08372 -0.004 -0.007 -0.014 0.098
H -0.95493 0.92588 -1.27826 0.126 -0.034 -0.008 0.072
H 2.43710 8.76183 0.54606 0.009 -0.005 -0.017 0.099
H 3.27267 5.05729 0.92775 0.006 0.013 0.030 0.097
H 1.29885 7.83966 2.60016 -0.004 -0.007 0.005 0.064
H 3.49781 7.07843 -1.36985 -0.009 0.000 -0.012 0.070
H -2.42830 -1.18241 1.10730 0.047 -0.211 -0.114 0.058
H 7.06928 -0.51802 -6.35334 0.001 -0.003 -0.013 0.065
H -4.67746 1.85687 4.27789 -0.024 -0.004 0.004 0.105
H -2.89153 -5.01710 1.84370 0.011 -0.014 0.022 0.064
H -1.71344 0.08440 2.04755 0.016 -0.041 0.132 0.072
H -0.72529 -2.59120 -0.72415 -0.030 -0.094 0.043 0.050
H 2.21237 -2.48873 -5.80836 0.021 -0.037 0.005 0.068
H 1.12227 5.26785 -0.25994 0.005 -0.008 -0.023 0.085
H -2.98992 -2.46756 -0.66228 0.067 -0.029 0.140 0.032
H 2.90357 0.73137 0.34576 -0.008 -0.014 0.001 0.073
H -4.60868 -0.57563 3.40444 0.023 0.005 -0.019 0.071
H -4.23810 -0.27048 6.43140 0.013 0.020 0.014 0.103
H 3.88959 3.56758 -3.14766 -0.011 0.008 -0.006 0.052
H 1.00706 1.17949 -2.18862 -0.017 0.006 -0.015 0.072
H 6.99789 -2.57965 -4.08150 -0.003 0.010 0.017 0.106
H 2.13785 -0.93198 -4.99036 -0.047 -0.046 -0.001 0.050
H 2.96801 0.53406 -3.47220 0.040 0.015 0.006 0.087
H -0.21243 8.59135 2.08102 -0.008 -0.024 0.009 0.074
H -2.46830 2.99188 0.08317 -0.141 0.116 0.014 0.084
H -5.54016 -4.30746 3.22172 -0.010 -0.001 -0.020 0.103
H -4.43881 -8.95557 4.98439 -0.014 0.016 0.019 0.078
H -1.94736 -4.02573 -4.13283 -0.034 -0.014 0.002 0.087
H 1.16574 -3.28955 -3.20792 0.048 0.168 -0.121 0.084
H -3.23212 -3.49908 2.68406 0.033 -0.005 0.002 0.062
H -3.78293 -4.72722 4.89700 -0.009 0.013 -0.004 0.106
H -4.91801 -9.51106 3.38214 -0.003 -0.012 0.012 0.071
H -3.22351 -0.23624 -3.27897 -0.096 -0.006 -0.132 0.063
H -2.21309 -6.18258 3.71152 0.002 0.008 0.011 0.099
H -2.13813 3.11909 7.48717 -0.024 0.012 -0.002 0.077
H -5.20948 -5.82670 2.42555 -0.004 -0.015 0.011 0.101
H 3.36034 5.32996 -1.56458 -0.025 0.014 -0.027 0.052
H -2.65277 -8.52076 3.27901 0.002 -0.004 -0.020 0.105
H -0.83534 -0.49170 0.65927 0.060 -0.091 -0.074 0.068
H 8.11843 -0.54815 -4.94290 0.017 -0.001 -0.006 0.070
H 6.33352 -3.63089 -6.20907 0.016 0.000 0.009 0.111
H 4.27238 -2.97167 -7.35549 -0.014 0.008 0.000 0.110
H -2.79699 2.35860 1.70055 0.018 0.005 0.151 0.080
H 0.94462 9.52563 0.06089 0.018 0.013 -0.003 0.106
H -3.10879 -0.92144 4.28004 0.002 -0.007 -0.015 0.060
H 4.77853 6.02815 -0.78160 0.003 -0.013 -0.017 0.075
H -4.09517 -2.37046 -2.03161 -0.020 -0.129 -0.095 0.058
H 4.66287 1.95437 -1.36074 -0.002 -0.006 0.012 0.103
H -5.58638 -8.01834 4.02586 -0.005 0.002 0.011 0.065
H -3.32335 1.87321 7.88467 -0.008 0.007 0.000 0.067
H 1.23164 7.50615 -1.23660 0.002 -0.010 0.000 0.102
H -5.01788 -5.96047 4.90594 0.002 -0.008 0.000 0.105
H 4.45972 2.44280 -4.38339 -0.020 0.006 -0.007 0.074
H 2.81971 3.06451 -0.60260 0.000 0.028 -0.034 0.090
H -2.33573 -4.31236 -2.54081 0.095 -0.140 -0.089 0.083
H 1.07583 3.02599 -0.55598 0.002 0.043 0.007 0.087
H 3.36908 -0.68518 -7.11998 0.002 0.013 0.001 0.108
H -0.08218 -0.92571 -2.52461 0.032 0.122 0.118 0.085
H 3.27379 -2.15585 -4.43123 -0.011 -0.016 0.006 0.062
H -2.46544 1.63533 -1.80105 -0.014 0.093 -0.076 0.102
H -2.02387 0.22139 6.48965 -0.002 -0.011 -0.016 0.098
H -2.31443 1.22116 4.22589 -0.012 0.004 0.004 0.078
H 3.37710 6.78839 1.13325 -0.016 0.001 0.020 0.102
H -0.84178 1.45578 6.12909 0.009 -0.018 0.004 0.105
H 5.83175 -1.29686 -4.29743 -0.017 -0.008 0.010 0.084
H 3.12317 0.03785 -1.80519 0.007 -0.006 -0.010 0.104
H 1.80185 2.59483 -2.83470 0.018 0.002 -0.002 0.110
H -0.64917 -4.20118 -1.12963 0.124 -0.003 0.032 0.090
H 5.24577 0.86972 -2.59936 0.006 -0.007 0.026 0.100
H -5.72189 0.03992 5.56587 -0.003 -0.020 0.014 0.108
H 5.50477 -1.74844 -7.53006 0.012 -0.007 0.003 0.104
H 1.17023 9.59066 2.52399 -0.013 0.003 0.010 0.071
H -2.52139 2.80603 4.93472 0.012 0.004 0.004 0.111
H -4.23870 -1.19327 -0.72899 -0.010 0.044 0.154 0.064
H 1.05308 5.91140 1.36307 -0.007 0.005 0.001 0.102
H -3.60219 0.66605 0.23624 -0.141 0.021 -0.115 0.122
H 4.42799 -0.36444 -5.76778 0.007 0.013 -0.008 0.091
H -0.16470 7.34220 -0.20031 -0.008 0.011 0.005 0.108
H -0.98811 -1.22466 -3.98572 -0.048 0.088 -0.103 0.101
H -3.76883 -7.56504 2.33496 0.008 0.010 -0.011 0.095
```
Positions in Å, forces in eV/Å.

For the highest occupied orbital energy, the calculation gives -12.49 eV. Its net charge is +1. The maximum force comes out at 0.45 eV/A.